No. 1
Computed, not measured: a molecular structure, C14H23CoN3O5 at a distorted geometry, with ωB97M-V/def2-TZVPD.

Each line ends with the Löwdin spin population.
Element x y z (Å)
C (0.762, 2.305, -3.277)  0.302
C (1.293, 1.232, -3.986)  0.156
H (1.445, 3.177, -2.935)  0.015
H (-0.351, 2.615, -3.316)  0.019
C (1.522, -0.144, -3.669)  0.108
C (1.374, -0.937, -2.584)  0.627
H (1.930, -0.715, -1.521)  0.018
H (0.477, -1.703, -2.438)  0.016
C (1.695, 1.710, -5.366)  0.050
H (1.394, 2.760, -5.394)  0.003
H (1.147, 1.157, -6.121)  0.010
H (2.772, 1.657, -5.474)  0.004
C (2.080, -1.015, -4.806)  0.062
H (3.050, -0.616, -5.091)  0.003
H (1.349, -1.081, -5.613)  0.005
H (2.198, -1.997, -4.337)  0.010
Co (0.355, -0.240, 2.821)  0.967
O (0.566, 0.014, 1.033)  0.047
C (-0.388, -0.138, 0.116)  0.085
O (-1.060, -1.619, 2.530)  0.021
C (-1.615, -1.791, 1.422)  0.010
O (-2.625, -2.618, 1.294)  0.005
N (-1.295, -1.189, 0.249)  0.027
C (-3.119, -2.517, -0.116)  0.001
C (-2.122, -1.650, -0.867)  0.003
H (-4.112, -2.040, -0.096)  0.000
H (-3.175, -3.541, -0.523)  0.000
H (-2.622, -0.843, -1.417)  0.002
H (-1.531, -2.250, -1.578)  0.000
C (-0.487, 0.780, -0.866)  0.097
C (0.474, 1.734, -0.915)  0.243
H (-1.058, 0.426, -1.980)  0.028
H (1.679, 1.652, -0.828)  0.006
H (-0.004, 2.826, -0.745)  0.018
C (0.743, -0.733, 7.281)  0.000
O (-0.205, 0.230, 6.727)  -0.002
C (-0.119, 0.375, 5.423)  -0.002
O (0.741, -0.233, 4.711)  0.007
N (-1.020, 1.203, 4.864)  0.001
N (-0.932, 1.339, 3.443)  0.025
H (0.514, -0.750, 8.338)  0.000
H (1.773, -0.396, 7.103)  0.000
H (0.587, -1.724, 6.829)  0.000
H (-1.690, 1.715, 5.419)  0.000
H (-1.845, 1.281, 3.029)  0.000
H (-0.543, 2.290, 3.228)  0.002

Output
- Spin multiplicity: 4
- Energy: -67202.2880 eV
- Net charge: +2

No. 2
Computed, not measured: a molecular structure, C14H23F3FeNO3PS at a distorted geometry, with ωB97M-V/def2-TZVPD.

Each line ends with the Löwdin spin population.
Element x y z (Å)
C (0.450, 2.960, -2.429)  0.011
C (-0.829, 2.497, -2.115)  0.003
C (-1.017, 1.531, -1.107)  0.027
C (0.094, 1.072, -0.416)  0.071
C (1.382, 1.492, -0.742)  0.016
C (1.566, 2.463, -1.741)  0.000
C (-2.402, 1.012, -0.848)  0.006
C (-2.514, -0.494, -0.497)  0.047
N (-2.582, -1.356, -1.628)  0.015
Fe (-0.106, -0.549, 0.901)  3.539
C (2.557, 0.789, -0.104)  0.006
P (1.997, -0.950, 0.235)  0.089
H (-1.690, 2.866, -2.672)  0.001
H (2.572, 2.778, -2.015)  0.000
H (0.587, 3.703, -3.215)  0.001
H (2.822, 1.223, 0.877)  0.001
H (3.443, 0.774, -0.756)  0.001
H (-2.837, 1.542, 0.017)  0.001
H (-3.043, 1.227, -1.719)  0.000
H (-1.759, -0.857, 0.272)  0.021
C (3.328, -1.615, 1.247)  0.024
C (2.121, -1.756, -1.391)  0.016
H (-3.489, -0.628, 0.002)  0.003
C (-1.569, -1.358, -2.648)  0.003
C (-3.212, -2.628, -1.391)  0.001
H (0.344, -2.011, 1.656)  0.004
H (-1.961, -1.932, -3.501)  0.000
H (-1.335, -0.337, -2.977)  0.000
H (-0.630, -1.855, -2.333)  0.002
H (-3.451, -3.099, -2.352)  0.000
H (-2.576, -3.326, -0.817)  0.000
H (-4.136, -2.463, -0.821)  0.000
H (3.156, -1.775, -1.744)  0.003
H (1.748, -2.778, -1.274)  0.001
H (1.501, -1.246, -2.135)  0.000
H (4.300, -1.472, 0.753)  0.006
H (3.305, -1.105, 2.219)  0.000
H (3.138, -2.686, 1.393)  0.000
H (-0.459, -2.133, 1.423)  0.017
F (-0.215, 0.581, 5.862)  0.000
C (0.041, 1.711, 5.173)  0.001
F (-0.982, 2.570, 5.381)  0.000
F (1.186, 2.270, 5.647)  0.000
S (0.271, 1.391, 3.328)  0.004
O (1.381, 0.420, 3.250)  0.018
O (-1.039, 0.814, 2.956)  0.038
O (0.543, 2.725, 2.795)  0.001

Output
- Spin multiplicity: 5
- Energy: -85184.5089 eV
- Net charge: 0

No. 3
Computed, not measured: a molecular structure, C14H23F5N4O2PdS2Te2, with ωB97M-V/def2-TZVPD.

Each line ends with the natural charge from an NBO analysis.
Element x y z (Å)
Pd (0.703, -0.121, -0.095)  0.672
C (3.594, -1.524, 0.444)  -0.417
N (2.450, -2.282, 0.940)  -0.491
C (1.987, -3.247, -0.061)  -0.428
C (1.457, -1.582, 1.608)  0.261
S (1.615, 0.040, 2.094)  -0.140
N (0.481, -2.404, 2.192)  -0.497
C (-0.563, -1.728, 2.944)  -0.420
C (0.974, -3.565, 2.911)  -0.402
H (4.323, -2.244, 0.068)  0.182
H (4.036, -0.944, 1.249)  0.213
H (3.318, -0.843, -0.370)  0.236
H (1.794, -2.734, -1.011)  0.241
H (1.056, -3.707, 0.255)  0.219
H (2.753, -4.013, -0.199)  0.178
H (-0.983, -0.915, 2.355)  0.253
H (-0.171, -1.311, 3.882)  0.175
H (-1.350, -2.452, 3.160)  0.200
H (1.698, -4.121, 2.324)  0.209
H (0.125, -4.215, 3.135)  0.199
H (1.449, -3.275, 3.863)  0.163
F (1.593, 1.780, -0.507)  -0.827
Te (0.800, 1.353, -2.952)  2.582
F (-1.224, 1.326, -3.471)  -0.777
F (1.462, 3.056, -4.097)  -0.799
F (2.708, 0.912, -2.981)  -0.709
F (0.881, 0.497, -4.640)  -0.665
O (0.605, -0.451, -2.100)  -1.144
N (-1.660, 2.001, 0.975)  -0.432
C (-1.347, 2.735, 0.138)  0.472
N (-0.973, 3.606, -0.791)  -0.479
C (0.084, 4.543, -0.408)  -0.237
C (0.633, 5.209, -1.653)  -0.099
O (-0.426, 5.819, -2.393)  -0.549
C (-1.285, 4.792, -2.885)  -0.093
C (-1.980, 4.090, -1.733)  -0.230
H (0.862, 3.969, 0.096)  0.262
H (-0.327, 5.312, 0.266)  0.153
H (1.151, 4.485, -2.288)  0.235
H (1.322, 6.007, -1.370)  0.171
H (-0.708, 4.081, -3.480)  0.230
H (-2.028, 5.278, -3.519)  0.172
H (-2.545, 3.234, -2.099)  0.246
H (-2.652, 4.803, -1.229)  0.154
Te (-1.293, -1.397, -0.966)  0.303
C (-2.330, -2.568, 0.559)  -0.512
C (-2.102, -3.871, 0.919)  -0.333
C (-3.052, -4.407, 1.832)  -0.289
C (-4.021, -3.502, 2.161)  -0.480
S (-3.752, -2.014, 1.354)  0.442
H (-1.257, -4.427, 0.533)  0.215
H (-3.022, -5.417, 2.222)  0.199
H (-4.865, -3.648, 2.818)  0.213

Output
- Relative energy (zero: lowest compared OMol25 entry of this formula, charge and spin): 17.8 kJ/mol
- Net charge: -2

No. 4
Computed, not measured: a molecular structure, C14H23IrO5S5, with ωB97M-V/def2-TZVPD.

Each line ends with the natural charge from an NBO analysis.
Element x y z (Å)
Ir (-0.139, 0.120, -0.134)  1.022
C (2.520, -1.955, 0.034)  -0.081
C (3.264, -0.831, 0.785)  -0.094
O (2.252, 0.033, 1.251)  -0.583
C (2.634, 1.309, 1.714)  -0.087
C (1.365, 1.870, 2.292)  -0.071
O (0.339, 1.784, 1.270)  -0.572
C (-0.826, 2.565, 1.570)  -0.103
C (-1.679, 2.567, 0.329)  -0.095
O (-1.858, 1.203, -0.161)  -0.483
C (-2.947, 0.391, 0.391)  -0.102
C (-2.525, -0.390, 1.631)  -0.103
O (-1.171, -0.861, 1.459)  -0.577
C (-0.876, -2.275, 1.539)  -0.085
C (0.627, -2.399, 1.478)  -0.102
O (1.091, -1.871, 0.219)  -0.553
H (2.853, -2.941, 0.356)  0.214
H (2.674, -1.870, -1.038)  0.215
H (3.939, -0.310, 0.101)  0.207
H (3.849, -1.216, 1.623)  0.200
H (3.010, 1.925, 0.891)  0.203
H (3.398, 1.249, 2.495)  0.216
H (1.487, 2.918, 2.566)  0.221
H (1.040, 1.294, 3.161)  0.201
H (-0.528, 3.591, 1.797)  0.238
H (-1.340, 2.148, 2.440)  0.195
H (-1.182, 3.081, -0.491)  0.246
H (-2.661, 3.002, 0.508)  0.235
H (-3.222, -0.274, -0.425)  0.230
H (-3.785, 1.051, 0.611)  0.241
H (-3.208, -1.231, 1.763)  0.239
H (-2.543, 0.217, 2.534)  0.216
H (-1.366, -2.792, 0.710)  0.207
H (-1.240, -2.668, 2.489)  0.237
H (0.902, -3.455, 1.547)  0.230
H (1.087, -1.849, 2.300)  0.218
C (0.260, -2.225, -2.582)  -0.742
S (-0.991, -1.155, -1.837)  0.561
C (-1.072, 0.085, -3.080)  -0.516
C (-0.163, 1.074, -3.071)  -0.362
S (0.979, 1.294, -1.762)  -0.010
S (-0.166, 2.121, -4.450)  0.507
C (-1.473, 1.315, -5.330)  -0.588
S (-1.899, 1.710, -6.824)  0.179
S (-2.139, -0.062, -4.453)  0.463
H (0.440, -3.072, -1.927)  0.252
H (1.163, -1.649, -2.769)  0.248
H (-0.175, -2.565, -3.521)  0.270

Output
- Relative energy (zero: lowest compared OMol25 entry of this formula, charge and spin): 43.8 kJ/mol
- Net charge: +2

No. 5
Computed, not measured: a molecular structure, C14H23N2PPtS at a distorted geometry, with ωB97M-V/def2-TZVPD.

Each line ends with the Löwdin spin population.
Element x y z (Å)
C (-1.303, -0.584, -3.628)  0.066
C (-0.079, 0.045, -3.401)  0.011
C (0.494, 0.091, -2.118)  0.079
C (-0.196, -0.518, -1.066)  0.199
C (-1.395, -1.196, -1.282)  0.068
C (-1.934, -1.249, -2.572)  0.002
C (1.866, 0.659, -1.958)  0.027
C (2.263, 1.276, -0.608)  0.235
N (1.680, 2.540, -0.317)  0.623
Pt (0.446, -0.207, 0.872)  0.871
C (-2.063, -1.840, -0.101)  0.028
P (-1.546, -0.899, 1.400)  0.158
H (0.477, 0.514, -4.213)  0.001
H (-2.847, -1.821, -2.718)  0.000
H (-1.763, -0.557, -4.615)  0.003
H (-1.707, -2.870, 0.058)  0.003
H (-3.156, -1.866, -0.160)  0.004
H (2.598, -0.155, -2.122)  0.005
H (2.061, 1.382, -2.761)  0.003
H (2.037, 0.530, 0.263)  0.143
C (-1.991, -1.866, 2.848)  0.034
C (-2.634, 0.567, 1.331)  0.022
H (3.351, 1.447, -0.626)  0.014
C (0.291, 2.812, -0.543)  0.071
C (2.304, 3.352, 0.696)  0.065
H (1.466, -2.659, 2.756)  0.016
H (0.198, 3.905, -0.561)  0.010
H (-0.068, 2.394, -1.489)  0.007
H (-0.364, 2.454, 0.270)  0.039
H (1.971, 4.389, 0.532)  0.009
H (2.022, 3.063, 1.727)  0.039
H (3.396, 3.281, 0.599)  0.007
H (-3.677, 0.255, 1.435)  0.005
H (-2.357, 1.235, 2.155)  0.001
H (-2.504, 1.107, 0.385)  0.001
H (-3.080, -2.016, 2.878)  0.008
H (-1.478, -2.836, 2.820)  0.000
H (-1.677, -1.314, 3.742)  0.001
H (0.736, 0.298, 2.364)  0.132
S (3.771, -5.340, 2.842)  0.624
C (2.642, -4.287, 2.588)  0.065
N (1.748, -3.517, 2.299)  0.298

Output
- Spin multiplicity: 5
- Energy: -41219.0636 eV
- Net charge: +2